No. 1
Computed, not measured: the ion C3H7NO2P with charge +1 in a non-equilibrium geometry, with wB97M-V/def2-TZVPD.

The calculation puts the highest occupied orbital energy at -15.7566 eV. The net charge is +1.

Atoms and positions in Å:
1 C -0.5575 -1.2601 -1.1648
2 C 1.5687 -0.1849 -0.7968
3 C -1.0495 1.4486 1.7154
4 N 0.1554 -0.0174 -1.2583
5 O -1.0294 -1.2832 0.2204
6 O 1.3565 -0.1486 0.6520
7 P -0.2048 0.1285 0.4429
8 H -1.3970 -1.2971 -1.9001
9 H 0.1720 -2.0184 -1.3171
10 H 2.2320 -1.1246 -1.0873
11 H 2.0956 0.6477 -1.1103
12 H -1.9133 1.0620 2.0670
13 H -1.1889 2.3387 1.1135
14 H -0.2397 1.7089 2.4235

Per-atom Löwdin charges, elementary charge units: number 1, C, carries -0.2253; number 2, C, carries -0.1640; number 3, C, carries 0.0058; number 4, N, carries -0.0741; number 5, O, carries -0.1267; number 6, O, carries -0.1411; number 7, P, carries 0.9974; number 8, H, carries 0.1585; number 9, H, carries 0.1209; number 10, H, carries 0.1960; number 11, H, carries 0.0999; number 12, H, carries 0.0120; number 13, H, carries 0.0615; number 14, H, carries 0.0795



No. 2
Computed, not measured: a cluster of 2 separate species, C3H7NO2S in total in a non-equilibrium geometry, with wB97M-V/def2-TZVPD.

The calculation puts the highest occupied orbital energy at -8.4283 eV.

Atoms and positions in Å:
1 C 2.1050 -0.5427 -0.1771
2 C -0.5190 -0.6021 -0.8246
3 C 0.9712 -0.9414 0.6206
4 N -0.7547 0.7262 -0.8345
5 O 2.8275 -1.2932 -0.7491
6 O 0.5017 -0.0277 1.5793
7 S 2.5342 1.2391 -0.0781
8 H -1.4379 -1.0670 -0.4574
9 H -0.0681 -1.0063 -1.6753
10 H 0.8558 -1.9547 0.7865
11 H 1.2639 1.6629 -0.1922
12 H -1.1868 1.0891 0.0498
13 H -0.1261 1.4686 -1.2383
14 H 1.0399 -0.0802 2.4442

Per-atom Löwdin charges, elementary charge units: number 1, C, carries -0.7892; number 2, C, carries -0.0972; number 3, C, carries -0.2643; number 4, N, carries -0.0291; number 5, O, carries 0.0200; number 6, O, carries -0.1306; number 7, S, carries 0.8117; number 8, H, carries 0.1103; number 9, H, carries 0.0802; number 10, H, carries 0.1027; number 11, H, carries -0.1731; number 12, H, carries 0.1191; number 13, H, carries 0.0934; number 14, H, carries 0.1462



No. 3
Computed, not measured: a cluster of 2 separate species, C3H7NO2S in total in a non-equilibrium geometry, with wB97M-V/def2-TZVPD.

The calculation puts the highest occupied orbital energy at -7.2344 eV.

Atoms and positions in Å:
1 C -0.9291 0.0105 -0.5121
2 C -1.3098 -1.4272 1.3976
3 C 1.1066 0.7453 -1.4008
4 N -0.4531 -0.7946 0.3536
5 O -1.9588 0.3778 -1.0189
6 O 0.9620 2.0504 -1.6203
7 S 2.2386 0.3227 0.0220
8 H -2.0481 -1.7632 0.6876
9 H -0.9115 -2.3237 1.8964
10 H -1.5513 -0.7653 2.2053
11 H 1.2121 0.1754 -2.4091
12 H 0.5242 -0.7491 0.6452
13 H 0.9103 2.5041 -0.8155
14 H 2.2078 1.6370 0.5691

Per-atom Löwdin charges, elementary charge units: number 1, C, carries -0.3723; number 2, C, carries -0.0317; number 3, C, carries -0.5601; number 4, N, carries -0.0582; number 5, O, carries 0.0718; number 6, O, carries -0.0866; number 7, S, carries 0.7126; number 8, H, carries 0.0830; number 9, H, carries 0.0858; number 10, H, carries 0.0770; number 11, H, carries 0.1130; number 12, H, carries -0.0057; number 13, H, carries 0.0458; number 14, H, carries -0.0744



No. 4
Computed, not measured: the molecule C3H7NO2S in a non-equilibrium geometry, with wB97M-V/def2-TZVPD.

As for the spin multiplicity: 3. The calculation puts the highest occupied orbital energy (spin up / spin down) at -3.3685 / -11.3751 eV.

Atoms and positions in Å:
1 C -1.4194 0.0110 -0.4651
2 C -1.2057 -1.3680 0.0728
3 C -0.3652 -0.0738 0.5923
4 N 1.7258 1.5456 -0.0428
5 O 2.1630 -0.7084 0.9436
6 O 1.3124 -0.5239 -1.3701
7 S 1.3130 -0.0744 -0.0132
8 H -1.0539 0.1971 -1.4659
9 H -2.3424 0.5219 -0.2311
10 H -1.9122 -1.7888 0.7657
11 H -0.6168 -2.0512 -0.5108
12 H -0.5058 0.2745 1.5982
13 H 1.6933 1.9774 0.8653
14 H 1.2139 2.0611 -0.7389

Per-atom Löwdin charges, elementary charge units: number 1, C, carries -0.1158; number 2, C, carries -0.0591; number 3, C, carries -0.2769; number 4, N, carries -0.0438; number 5, O, carries -0.2901; number 6, O, carries -0.2957; number 7, S, carries 0.4779; number 8, H, carries 0.1148; number 9, H, carries 0.1148; number 10, H, carries 0.0803; number 11, H, carries 0.0855; number 12, H, carries 0.0897; number 13, H, carries 0.0560; number 14, H, carries 0.0625



No. 5
Computed, not measured: a cluster of 2 separate species, C3H7NO3 in total, with wB97M-V/def2-TZVPD.

As for the spin multiplicity: 2. The calculation puts the highest occupied orbital energy (spin up / spin down) at -0.1187 / -4.7016 eV. The net charge is -1.

Atoms and positions in Å:
1 O 1.1602 -0.6269 0.8869
2 C 0.0006 -0.4740 0.4086
3 N -0.5360 0.7539 0.2553
4 C -1.7948 1.2608 -0.1037
5 O -2.7896 0.5564 -0.4365
6 C -0.8278 -1.6602 0.0052
7 H 0.1483 1.4617 0.4833
8 H -1.7003 2.3603 -0.1876
9 H -1.7200 -1.3488 -0.5283
10 H -1.1807 -2.1288 0.9380
11 H -0.1891 -2.3245 -0.5719
12 H 3.8537 0.4492 -0.5802
13 H 2.5064 0.7206 0.0895
14 O 3.0690 1.0002 -0.6586

Per-atom Löwdin charges, elementary charge units: number 1, O, carries -0.1239; number 2, C, carries -0.5752; number 3, N, carries 0.0607; number 4, C, carries -0.4368; number 5, O, carries -0.1733; number 6, C, carries -0.0383; number 7, H, carries 0.1205; number 8, H, carries 0.0698; number 9, H, carries 0.0456; number 10, H, carries 0.0734; number 11, H, carries 0.0652; number 12, H, carries 0.0160; number 13, H, carries -0.0059; number 14, O, carries -0.0977



No. 6
Computed, not measured: a structure of composition C3H7NO3 in a non-equilibrium geometry, with wB97M-V/def2-TZVPD.

The calculation puts the highest occupied orbital energy at -9.5760 eV.

Atoms and positions in Å:
1 C 1.9386 1.3607 0.0962
2 C 1.7276 0.0754 0.1659
3 C -2.1101 -0.5639 -0.2805
4 N -0.0592 -0.4072 0.7728
5 O 2.3971 -1.0423 -0.0324
6 O -2.5571 0.6248 0.2740
7 O -0.7245 -0.6087 -0.4746
8 H 2.8946 1.7556 -0.2135
9 H 1.1706 2.0684 0.3331
10 H -2.4248 -1.4266 0.3447
11 H -2.5366 -0.6595 -1.2825
12 H 0.1715 -1.3429 1.1251
13 H 3.2820 -0.8561 -0.3743
14 H -1.9532 0.8316 1.0018

Per-atom Löwdin charges, elementary charge units: number 1, C, carries 0.0293; number 2, C, carries -0.2656; number 3, C, carries -0.3300; number 4, N, carries 0.0648; number 5, O, carries 0.0641; number 6, O, carries -0.0314; number 7, O, carries -0.1872; number 8, H, carries 0.0611; number 9, H, carries 0.0593; number 10, H, carries 0.1238; number 11, H, carries 0.1308; number 12, H, carries 0.0766; number 13, H, carries 0.1287; number 14, H, carries 0.0757



No. 7
Computed, not measured: a cluster of 2 separate species, C3H7NO3 in total in a non-equilibrium geometry, with wB97M-V/def2-TZVPD.

The calculation puts the highest occupied orbital energy at -10.1540 eV.

Atoms and positions in Å:
1 C 1.6322 -0.1433 -0.3723
2 N 0.4487 -0.4222 0.3005
3 C 0.2749 0.5049 1.5748
4 C -1.2431 0.5425 1.8266
5 O -2.0100 0.5078 2.7838
6 O 2.4914 0.6908 0.0367
7 H 1.8037 -0.7588 -1.3157
8 H -0.5505 -0.8219 0.0752
9 H 0.7314 0.0521 2.4705
10 H 0.4384 1.5374 1.4753
11 H -1.7000 0.9087 0.8333
12 H -0.9173 -1.4074 -3.7941
13 H -0.7790 -0.1082 -2.9621
14 O -0.6209 -1.0823 -2.9326

Per-atom Löwdin charges, elementary charge units: number 1, C, carries -0.3312; number 2, N, carries 0.0266; number 3, C, carries -0.1073; number 4, C, carries -0.2666; number 5, O, carries 0.0440; number 6, O, carries -0.0346; number 7, H, carries 0.1347; number 8, H, carries 0.1676; number 9, H, carries 0.1282; number 10, H, carries 0.1011; number 11, H, carries 0.1287; number 12, H, carries 0.0384; number 13, H, carries 0.0562; number 14, O, carries -0.0857



No. 8
Computed, not measured: the molecule C3H7NO3 in a non-equilibrium geometry, with wB97M-V/def2-TZVPD.

The calculation puts the highest occupied orbital energy at -9.0073 eV.

Atoms and positions in Å:
1 C 0.0294 2.0993 0.0413
2 C 0.5079 -0.3224 -0.1636
3 C -1.5189 -1.5163 -0.0475
4 H -1.1479 2.0040 -0.4568
5 H 0.6727 2.9657 -0.4015
6 H -0.1495 2.1570 1.3458
7 H -1.1487 -2.2897 0.7271
8 H -2.5171 -1.1160 0.2091
9 H -1.4683 -2.0937 -0.9805
10 H 2.8417 -0.1373 0.2009
11 N 1.2338 -1.3328 0.0000
12 O 0.9258 0.9484 -0.2914
13 O -0.8474 -0.3067 -0.1355
14 O 2.5866 -1.0597 -0.0473

Per-atom Löwdin charges, elementary charge units: number 1, C, carries -0.0529; number 2, C, carries -0.4944; number 3, C, carries -0.0969; number 4, H, carries 0.1473; number 5, H, carries 0.0996; number 6, H, carries 0.1590; number 7, H, carries 0.1178; number 8, H, carries 0.1010; number 9, H, carries 0.0932; number 10, H, carries 0.1069; number 11, N, carries 0.0627; number 12, O, carries -0.0919; number 13, O, carries -0.0927; number 14, O, carries -0.0586



No. 9
Computed, not measured: a cluster of 2 separate species, C3H7NO3 in total in a non-equilibrium geometry, with wB97M-V/def2-TZVPD.

The calculation puts the highest occupied orbital energy at -9.6282 eV.

Atoms and positions in Å:
1 C -0.1708 -0.4792 1.4906
2 C 0.2300 -0.8598 -1.0513
3 C -0.5106 -0.3592 0.1167
4 N -2.0356 -0.1561 -0.0480
5 O -2.8273 -0.6874 0.6970
6 O -2.1632 0.3297 -1.1183
7 O -0.4319 2.4614 0.0511
8 H -0.9335 -0.3190 2.2749
9 H -1.4068 2.4457 -0.2434
10 H 0.8281 -0.4219 1.8485
11 H -0.0368 -1.9248 -1.2135
12 H 1.2992 -0.7831 -0.8172
13 H -0.1134 -0.4215 -2.0181
14 H -0.2146 2.6416 1.1583

Per-atom Löwdin charges, elementary charge units: number 1, C, carries 0.0916; number 2, C, carries -0.0524; number 3, C, carries -0.2519; number 4, N, carries -0.3906; number 5, O, carries 0.0878; number 6, O, carries 0.0666; number 7, O, carries -0.1903; number 8, H, carries 0.0715; number 9, H, carries 0.0554; number 10, H, carries 0.0468; number 11, H, carries 0.1014; number 12, H, carries 0.0957; number 13, H, carries 0.0957; number 14, H, carries 0.1728



No. 10
Computed, not measured: a cluster of 2 separate species, C3H7NO3 in total in a non-equilibrium geometry, with wB97M-V/def2-TZVPD.

The calculation puts the highest occupied orbital energy at -10.2561 eV.

Atoms and positions in Å:
1 C -1.7324 2.0377 1.0751
2 C 1.5464 -2.2575 -0.9299
3 C 0.6086 -1.0965 -0.8119
4 N -0.4143 2.4360 0.8495
5 O -2.2139 1.0665 0.5604
6 O -0.5914 -1.3917 -0.2255
7 O 0.8727 0.0388 -1.0186
8 H 0.8960 -3.1427 -0.6747
9 H 2.1018 -2.2512 -1.9060
10 H 2.3212 -2.2228 -0.1297
11 H 0.0717 3.0091 1.4272
12 H 0.1009 1.7845 0.3722
13 H -1.3309 -0.8461 -0.3959
14 H -2.2363 2.8359 1.8078

Per-atom Löwdin charges, elementary charge units: number 1, C, carries -0.3788; number 2, C, carries 0.0032; number 3, C, carries -0.5733; number 4, N, carries 0.1466; number 5, O, carries 0.0182; number 6, O, carries 0.0834; number 7, O, carries 0.0988; number 8, H, carries 0.0982; number 9, H, carries 0.1054; number 10, H, carries 0.0968; number 11, H, carries 0.0481; number 12, H, carries 0.0325; number 13, H, carries 0.0675; number 14, H, carries 0.1535



Number 1: E_tot -664.78093 hartree. Number 2: E_tot -721.84611 hartree. Number 3: E_tot -721.80688 hartree. Number 4: E_tot -721.61812 hartree. Number 5: E_tot -398.99719 hartree. Number 6: E_tot -398.82046 hartree. Number 7: E_tot -398.92401 hartree. Number 8: E_tot -398.83500 hartree. Number 9: E_tot -398.79375 hartree. Number 10: E_tot -398.99666 hartree.